Here is a molecular structure, C4H7LiO2Yb at a distorted geometry from OMol25. Energies are from the ωB97M-V functional and the def2-TZVPD basis.

Each line ends with the Löwdin spin population.
Element x y z (Å)
O 1.942 0.776 0.081  0.204
C 0.974 1.672 -0.217  0.595
C -0.447 1.284 0.064  0.081
Li 3.367 1.659 0.778  0.010
H 1.215 2.416 -0.985  0.040
H -0.654 1.350 1.148  0.022
H -1.117 2.000 -0.433  0.000
C -1.302 -1.052 0.420  0.003
C -0.779 -0.118 -0.404  0.023
O -1.722 -2.244 -0.027  0.002
H -1.422 -0.865 1.493  0.000
H -0.717 -0.324 -1.480  0.000
H 1.611 -2.842 -0.932  0.000
H -2.624 -2.424 0.256  0.000
Yb 1.674 -1.289 0.237  0.018

The net charge is +1. The calculation puts the electronic energy at -1472.97906 hartree. Its spin multiplicity is 2. The value obtained for the maximum force is 2.3 eV/Å. The molecular weight is 267.08 g mol⁻¹.



Here is 12 unconnected molecules or ions with the total composition C48H116N2O12 at a distorted geometry from OMol25. Energies are from the ωB97M-V functional and the def2-TZVPD basis.

Each line ends with the Löwdin spin population.
Element x y z (Å)
C 7.312 -1.848 -2.679  0.005
C 6.564 -0.781 -1.992  0.022
C 5.087 -1.182 -1.858  0.003
C 4.329 -0.209 -1.014  0.001
C 4.772 -0.428 0.404  0.000
C 6.310 -0.087 0.638  0.012
N 7.175 -0.482 -0.626  0.454
O 8.332 -0.404 -0.454  0.453
C 6.687 1.380 0.879  0.014
C 6.855 -0.920 1.759  0.008
C 6.708 0.532 -2.712  0.021
H 8.326 -1.621 -3.038  0.000
H 6.795 -2.020 -3.638  0.000
H 7.295 -2.784 -2.115  0.000
H 4.682 -1.210 -2.823  0.000
H 5.083 -2.183 -1.369  0.001
H 3.275 -0.409 -1.133  0.000
H 4.507 0.831 -1.251  0.001
H 4.778 -1.456 0.686  0.000
H 4.211 0.204 1.122  0.000
H 6.153 2.086 0.232  0.000
H 6.292 1.554 1.885  0.001
H 7.744 1.484 0.944  0.002
H 7.935 -0.852 2.021  0.000
H 6.239 -0.545 2.652  0.000
H 6.674 -2.023 1.649  0.000
H 6.043 1.364 -2.424  0.001
H 6.503 0.294 -3.772  0.003
H 7.763 0.884 -2.621  0.002
C 3.602 1.552 -4.746  0.007
C 2.942 2.908 -4.108  0.017
C 2.637 3.903 -5.200  0.000
C 1.565 4.923 -4.703  0.000
C 0.297 4.125 -4.506  0.002
C 0.448 3.218 -3.239  0.019
N 1.695 2.214 -3.327  0.467
O 1.795 1.291 -2.693  0.433
C 0.451 3.804 -1.887  0.015
C -0.809 2.125 -3.099  0.008
C 3.835 3.442 -3.043  0.014
H 2.891 1.257 -5.529  0.001
H 3.537 0.697 -4.063  0.000
H 4.509 1.816 -5.256  0.000
H 3.635 4.212 -5.409  -0.001
H 2.284 3.404 -6.105  0.000
H 1.333 5.450 -5.656  0.000
H 1.914 5.642 -3.984  0.000
H 0.267 3.371 -5.244  0.002
H -0.692 4.499 -4.438  0.000
H 1.256 4.549 -1.837  0.000
H -0.536 4.267 -1.640  0.002
H 0.798 3.073 -1.181  0.002
H -1.696 2.731 -3.027  0.000
H -0.886 1.612 -4.048  0.000
H -0.773 1.366 -2.329  0.000
H 4.910 3.652 -3.282  0.003
H 3.804 2.892 -2.094  0.002
H 3.366 4.400 -2.838  0.000
C 1.476 -6.926 0.864  0.000
C 1.384 -5.582 0.196  0.000
C 0.916 -4.490 1.173  0.000
O 2.644 -5.162 -0.329  0.000
H 0.564 -7.172 1.329  0.000
H 2.186 -6.866 1.714  0.000
H 1.743 -7.708 0.156  0.000
H 0.639 -5.581 -0.690  0.000
H -0.088 -4.686 1.585  0.000
H 0.969 -3.481 0.717  0.000
H 1.645 -4.448 1.978  0.000
H 3.019 -5.828 -0.882  0.000
C 0.843 1.214 4.405  0.000
C -0.006 -0.012 4.679  0.000
C 0.003 -0.400 6.163  0.000
O -1.364 0.233 4.220  0.000
H 0.941 1.481 3.335  0.000
H 1.806 1.055 4.883  0.000
H 0.370 2.101 4.885  0.000
H 0.379 -0.899 4.181  0.000
H -0.631 -1.256 6.327  0.000
H -0.348 0.473 6.747  0.000
H 1.004 -0.667 6.515  0.000
H -1.286 0.456 3.264  0.000
C -4.032 -3.455 4.222  0.000
C -2.558 -3.444 3.684  0.000
C -2.580 -2.944 2.223  0.000
O -1.761 -2.585 4.474  0.000
H -4.058 -3.944 5.219  0.000
H -4.595 -4.016 3.475  0.000
H -4.470 -2.501 4.350  0.000
H -2.126 -4.440 3.700  0.000
H -3.180 -3.634 1.642  0.000
H -1.571 -2.862 1.844  0.000
H -3.082 -1.975 2.176  0.000
H -1.881 -1.666 4.127  0.000
C -5.586 0.713 3.116  0.000
C -4.738 0.300 1.895  0.000
C -5.243 -0.899 1.108  0.000
O -4.640 1.439 0.994  0.000
H -5.131 1.506 3.689  0.000
H -5.627 -0.148 3.746  0.000
H -6.610 0.971 2.826  0.000
H -3.730 0.092 2.241  0.000
H -6.213 -0.694 0.653  0.000
H -5.215 -1.772 1.761  0.000
H -4.523 -1.009 0.243  0.000
H -4.329 2.210 1.449  0.000
C -3.301 3.523 7.051  0.000
C -3.223 2.078 6.436  0.000
C -4.425 1.249 6.604  0.000
O -3.093 2.256 5.009  0.000
H -4.268 4.049 6.873  0.000
H -2.510 4.171 6.652  0.000
H -3.158 3.422 8.121  0.000
H -2.300 1.620 6.850  0.000
H -5.252 1.775 6.184  0.000
H -4.683 0.982 7.614  0.000
H -4.308 0.346 6.023  0.000
H -2.388 1.630 4.787  0.000
C 2.100 -1.700 -4.753  0.001
C 1.134 -2.762 -4.184  0.000
C 0.959 -2.548 -2.671  0.001
O -0.031 -2.630 -4.851  0.000
H 3.090 -1.803 -4.326  0.000
H 1.668 -0.714 -4.513  0.001
H 2.172 -1.845 -5.835  0.000
H 1.564 -3.746 -4.367  0.000
H 0.799 -1.459 -2.481  0.000
H 1.915 -2.761 -2.189  0.000
H 0.129 -3.143 -2.278  0.000
H -0.644 -3.304 -4.520  0.000
C 0.583 -0.472 0.849  0.000
C -0.544 0.503 0.534  0.000
C -1.743 -0.158 -0.147  0.000
O -1.055 1.066 1.758  0.000
H 0.367 -1.164 1.686  0.000
H 1.479 0.055 1.068  0.000
H 0.841 -1.021 -0.038  0.000
H -0.101 1.272 -0.161  0.000
H -2.149 -0.997 0.476  0.000
H -1.400 -0.538 -1.087  0.000
H -2.601 0.525 -0.227  0.000
H -1.720 1.780 1.600  0.000
C -1.229 4.453 3.375  0.000
C -2.236 4.350 2.268  0.000
C -1.754 4.569 0.870  0.000
O -2.889 3.103 2.341  0.000
H -1.697 4.245 4.314  0.000
H -0.835 5.455 3.516  0.000
H -0.413 3.725 3.325  0.000
H -2.962 5.161 2.474  0.000
H -0.852 4.047 0.652  0.000
H -1.474 5.649 0.807  0.000
H -2.572 4.383 0.185  0.000
H -3.224 3.020 3.246  0.000
C -2.564 -4.918 -1.360  0.000
C -2.645 -4.724 -2.887  0.000
C -3.210 -3.381 -3.231  0.000
O -1.373 -4.766 -3.529  0.000
H -1.813 -4.186 -1.041  0.000
H -2.136 -5.929 -1.165  0.000
H -3.468 -4.833 -0.774  0.000
H -3.290 -5.448 -3.395  0.000
H -4.204 -3.203 -2.828  0.000
H -3.273 -3.167 -4.309  0.000
H -2.525 -2.685 -2.738  0.000
H -0.811 -5.504 -3.280  0.000
C -5.503 0.294 -3.061  0.000
C -4.823 1.619 -2.840  0.000
C -4.726 2.588 -4.020  0.000
O -5.373 2.388 -1.759  0.000
H -5.058 -0.380 -3.798  0.000
H -6.574 0.256 -3.255  0.000
H -5.365 -0.264 -2.143  0.000
H -3.743 1.415 -2.671  0.000
H -4.233 3.492 -3.706  0.000
H -5.735 2.840 -4.380  0.000
H -4.211 2.238 -4.921  0.000
H -5.244 1.910 -0.942  0.000

The net charge is 0. The calculation puts the electronic energy at -2910.59222 hartree. Its spin multiplicity is 3. The value obtained for the maximum force is 16.0 eV/Å. The molecular weight is 913.46 g mol⁻¹.



Here is a molecular structure, C6H12P2 at a distorted geometry from OMol25. Energies are from the ωB97M-V functional and the def2-TZVPD basis.

Each line ends with the Mulliken charge.
Element x y z (Å)
C -2.209 -0.467 0.867  -0.836
C -1.250 0.007 -0.227  -0.035
C 0.778 -0.415 1.155  -1.515
C 0.470 1.627 -0.229  -1.768
C 0.929 -0.674 -1.344  -1.631
C 0.228 0.075 -0.229  2.022
P -2.397 1.333 0.504  -0.159
P -2.590 -1.151 -0.810  -0.150
H -2.286 -0.946 1.857  0.462
H 1.857 -0.408 1.028  0.460
H 0.329 -1.371 1.313  0.441
H 0.331 0.402 1.903  0.289
H 1.423 2.008 -0.574  0.363
H -0.208 2.145 -0.884  0.457
H 0.207 1.972 0.803  0.406
H 1.854 -0.203 -1.515  0.438
H 0.266 -0.519 -2.254  0.360
H 1.016 -1.751 -0.979  0.359
H -3.678 1.196 -0.194  0.035
H -1.899 -2.412 -0.993  0.004

The net charge is 0. The calculation puts the electronic energy at -918.39053 hartree. The value obtained for the maximum force is 3.3 eV/Å. The molecular weight is 146.11 g mol⁻¹.